{"formula": "C5H8N2", "method": "ωB97M-V/def2-TZVPD", "orbital_gap_ha": [0.280, 0.286], "energy_ev": -8289.295, "e_above_lowest_kcal_mol": 131.5, "elements": ["C", "C", "C", "C", "C", "N", "N", "H", "H", "H", "H", "H", "H", "H", "H"], "coordinates": [[0.125, 1.309, -0.867], [-1.175, 1.091, -0.211], [-0.385, -0.240, 0.416], [0.679, 0.109, -0.414], [2.045, -0.464, -0.733], [-1.856, -1.330, 1.997], [-0.772, -1.145, 1.242], [0.461, 2.053, -1.547], [-1.906, 2.055, 0.186], [2.221, 0.043, -1.739], [2.009, -1.535, -0.689], [2.879, -0.347, -0.093], [-2.348, -0.454, 1.857], [-1.806, 0.777, -1.046], [-0.169, -1.920, 1.641]], "atomic_forces_ev_per_a": [[1.6713, -2.4131, 1.2447], [-2.6546, 0.9296, 0.3461], [-3.2102, 2.2888, 0.0897], [2.5895, 2.6619, -1.0679], [-1.5663, 0.7081, -1.7759], [0.0272, 1.0697, -0.5716], [0.7333, -2.6489, 2.4211], [0.2482, 0.4003, -0.3665], [2.5792, -2.8276, -0.0346], [0.5070, -1.4436, 1.0936], [-0.3096, -0.8428, -1.1195], [0.5739, 1.3059, 1.0846], [-0.8535, 0.0875, 0.0701], [-0.4649, -0.5705, 0.3165], [0.1292, 1.2946, -1.7303]], "nbo_charge": [-0.191, -0.458, 0.127, -0.034, -0.654, -0.603, -0.229, 0.212, 0.223, 0.232, 0.218, 0.229, 0.294, 0.214, 0.422]}

=====

{"formula": "C4H12N2P", "method": "ωB97M-V/def2-TZVPD", "orbital_gap_ha": 0.292, "charge": 1, "energy_ev": -16602.320, "e_above_lowest_kcal_mol": 53.6, "elements": ["C", "C", "C", "C", "N", "N", "P", "H", "H", "H", "H", "H", "H", "H", "H", "H", "H", "H", "H"], "coordinates": [[0.285, -1.783, 0.231], [-1.518, -0.519, 1.169], [0.479, -0.505, -0.502], [-1.267, 1.826, -0.894], [2.509, 0.895, -0.415], [-0.440, -1.425, 1.393], [-0.374, 0.766, 0.340], [-0.350, -2.516, -0.452], [1.290, -2.209, 0.481], [-2.336, -1.087, 0.612], [-1.921, -0.087, 2.095], [0.808, -0.563, -1.633], [-2.223, 1.959, -0.365], [-1.364, 1.252, -1.824], [-0.871, 2.811, -1.141], [1.974, 1.704, -0.401], [2.827, 0.719, 0.530], [-0.723, -2.186, 1.885], [3.214, 0.949, -1.108]], "atomic_forces_ev_per_a": [[0.2068, -0.4771, -1.0484], [-0.4510, -0.0141, -1.0338], [-0.1450, -0.1675, -3.2078], [-0.1337, -0.6837, -0.0022], [-0.3402, -2.1547, 0.8112], [1.3522, 1.4984, 0.5389], [-0.9844, -0.0448, -0.2764], [1.4406, 1.2463, 0.6605], [-0.8811, -0.1838, -0.3095], [0.5445, 1.4755, 0.0565], [0.2334, -0.2565, -0.2723], [-0.5553, 0.3783, 2.6978], [0.0648, 0.0263, -0.5548], [-0.4020, 0.2772, 0.2848], [0.3280, -0.1626, 0.4139], [-0.9539, 1.8599, -0.0930], [0.4398, 0.0055, -0.2407], [-0.7598, -2.6184, 1.9780], [0.9961, -0.0041, -0.4028]], "nbo_charge": [-0.344, -0.451, -0.178, -0.915, -0.974, -0.634, 0.900, 0.244, 0.277, 0.210, 0.253, 0.280, 0.265, 0.250, 0.270, 0.366, 0.397, 0.388, 0.397]}

=====

{"formula": "C5H32N2O11", "method": "ωB97M-V/def2-TZVPD", "orbital_gap_ha": 0.330, "energy_ev": -31205.265, "smiles": "NCCNCCC=O.O.O.O.O.O.O.O.O.O.O", "e_above_lowest_kcal_mol": 108.6, "elements": ["C", "N", "C", "C", "C", "O", "C", "N", "H", "H", "H", "H", "H", "H", "H", "H", "H", "H", "H", "H", "H", "H", "O", "H", "H", "O", "H", "H", "O", "H", "H", "O", "H", "H", "O", "H", "H", "O", "H", "H", "O", "H", "H", "O", "H", "H", "O", "H", "H", "O"], "coordinates": [[-0.186, 1.929, 0.131], [0.132, 0.469, -0.057], [1.408, 0.111, 0.676], [2.466, -0.373, -0.289], [2.584, -1.782, -0.590], [2.834, -2.241, -1.691], [-1.272, 2.157, 1.146], [-0.861, 1.558, 2.416], [-0.544, 2.246, -0.850], [0.717, 2.540, 0.416], [0.294, 0.205, -1.053], [1.124, -0.677, 1.375], [1.925, 0.958, 1.229], [2.312, 0.150, -1.257], [3.436, 0.055, 0.130], [2.322, -2.509, 0.189], [-2.317, 1.663, 0.935], [-1.538, 3.208, 1.283], [-1.629, 1.246, 2.994], [-0.212, 0.826, 2.191], [1.526, -3.574, 2.267], [0.281, -2.583, 2.234], [1.220, -2.688, 2.058], [0.122, -0.440, -3.519], [1.441, -0.127, -2.792], [0.619, 0.272, -3.099], [-1.415, -4.248, -0.689], [-2.001, -3.492, -1.890], [-2.242, -3.904, -1.055], [-3.439, 0.532, -2.016], [-1.998, 0.751, -1.797], [-2.860, 1.192, -1.614], [-1.815, -0.805, 0.673], [-2.996, -1.759, 0.781], [-2.454, -1.173, 1.323], [1.159, -2.848, -2.844], [0.873, -4.013, -2.000], [0.406, -3.265, -2.394], [0.688, 3.071, 1.931], [2.085, 3.824, 2.381], [1.462, 3.589, 1.693], [2.846, 3.561, -0.843], [2.972, 3.056, 0.539], [3.042, 2.723, -0.387], [-2.699, 3.155, -1.021], [-1.573, 4.005, -1.693], [-2.362, 4.052, -1.147], [-2.402, -3.752, 1.318], [-1.894, -3.083, 2.444], [-1.585, -3.769, 1.834]], "atomic_forces_ev_per_a": [[0.1251, -0.4169, -1.4131], [1.1736, 0.5110, 0.5739], [-0.6625, 0.0677, 0.2227], [1.4006, 2.3523, -0.2923], [-0.4278, -2.1326, -0.3956], [0.2864, 0.6314, -0.0483], [-3.1503, -1.3602, 0.7309], [0.9822, 1.0004, 0.2547], [0.1273, 0.4146, 0.1565], [-1.1235, -1.2395, -1.2252], [-0.3920, 0.9607, 1.0998], [0.5571, 0.2072, 0.1670], [-1.4127, -0.7017, -0.5830], [0.5291, -0.0081, 0.7028], [-0.7877, -0.9375, -0.8070], [0.2420, 0.2367, 0.3547], [1.9309, 0.7858, -0.6302], [0.4789, 0.1055, -0.1836], [0.2270, -0.1496, -0.1989], [-0.2757, -0.6361, 0.5046], [-0.5921, -0.1100, 0.2107], [-0.1322, -0.7031, -0.0460], [0.6469, 0.4385, 0.0034], [0.1366, -0.0425, -0.0389], [0.0803, -0.1658, -0.2734], [-0.2826, 0.0326, -0.0144], [-0.1618, 0.2733, -0.1669], [0.2607, -0.0634, 0.0344], [-0.1474, -0.1082, 0.2387], [-0.5035, 0.3211, 0.1151], [-0.4198, 0.7626, 0.4469], [0.9108, -1.1957, -0.6000], [-0.1161, -0.0217, 0.5481], [0.0093, 0.1315, -0.0164], [0.1782, 0.3044, -0.5801], [-0.2922, 0.1156, 0.1519], [-0.2602, -0.0138, 0.1279], [0.3385, -0.1818, -0.3635], [0.1411, -0.0048, 1.4949], [-0.6905, -0.2364, 0.7693], [0.9579, 1.0669, -0.6033], [0.1015, -0.5989, -0.1842], [-0.1890, -0.7130, -0.7940], [0.1969, 1.1653, 0.5748], [0.2435, 0.0029, -0.3629], [-0.1281, -0.2572, -0.0191], [-0.2456, 0.4392, 0.2456], [0.3537, -0.6284, -0.7050], [0.6576, 0.1412, 0.3549], [-0.8803, 0.1585, 0.4610]], "nbo_charge": [-0.284, -0.706, -0.244, -0.543, 0.449, -0.601, -0.262, -0.879, 0.200, 0.235, 0.392, 0.223, 0.207, 0.213, 0.274, 0.150, 0.192, 0.210, 0.380, 0.362, 0.484, 0.499, -0.974, 0.478, 0.479, -0.943, 0.482, 0.487, -0.967, 0.476, 0.477, -0.947, 0.501, 0.467, -0.973, 0.487, 0.476, -0.963, 0.518, 0.490, -0.998, 0.471, 0.483, -0.957, 0.493, 0.466, -0.957, 0.475, 0.478, -0.954]}

=====

{"formula": "C16H58N4O11", "method": "ωB97M-V/def2-TZVPD", "orbital_gap_ha": [0.352, 0.150], "charge": 1, "energy_ev": -46004.255, "spin_multiplicity": 2, "elements": ["C", "C", "C", "O", "C", "N", "H", "H", "H", "H", "H", "H", "H", "H", "H", "H", "H", "C", "C", "C", "O", "C", "N", "H", "H", "H", "H", "H", "H", "H", "H", "H", "H", "H", "C", "C", "C", "O", "C", "N", "H", "H", "H", "H", "H", "H", "H", "H", "H", "H", "H", "C", "C", "C", "O", "C", "N", "H", "H", "H", "H", "H", "H", "H", "H", "H", "H", "H", "O", "H", "H", "O", "H", "H", "O", "H", "H", "O", "H", "H", "O", "H", "H", "O", "H", "H", "O", "H", "H"], "coordinates": [[-25.503, 7.492, -6.265], [-25.284, 8.699, -7.100], [-24.307, 9.794, -6.502], [-24.713, 10.380, -5.224], [-25.874, 11.071, -5.329], [-24.850, 8.325, -8.403], [-25.917, 8.064, -5.434], [-24.547, 6.993, -6.106], [-26.207, 6.876, -6.823], [-26.205, 9.194, -7.410], [-24.172, 10.645, -7.170], [-23.343, 9.331, -6.292], [-26.193, 11.311, -4.315], [-26.695, 10.472, -5.723], [-25.750, 11.981, -5.916], [-24.665, 9.139, -8.973], [-25.632, 7.929, -8.905], [-21.122, 10.074, -12.318], [-22.074, 10.516, -11.094], [-23.570, 10.087, -11.274], [-24.389, 10.561, -10.145], [-24.763, 11.835, -10.096], [-21.479, 10.041, -9.813], [-21.105, 8.993, -12.460], [-20.068, 10.345, -12.256], [-21.409, 10.579, -13.240], [-21.919, 11.594, -11.113], [-23.595, 9.000, -11.351], [-23.913, 10.596, -12.175], [-23.907, 12.460, -10.351], [-24.979, 12.061, -9.052], [-25.518, 11.865, -10.882], [-22.250, 10.113, -9.165], [-21.276, 9.052, -9.840], [-19.276, 13.314, -7.886], [-20.790, 13.598, -8.265], [-20.855, 14.187, -9.652], [-20.042, 15.293, -9.766], [-20.767, 16.504, -9.884], [-21.684, 12.419, -8.178], [-19.363, 13.211, -6.804], [-18.583, 14.132, -8.085], [-18.873, 12.405, -8.332], [-21.222, 14.394, -7.659], [-21.891, 14.297, -9.972], [-20.429, 13.517, -10.398], [-19.987, 17.243, -10.063], [-21.369, 16.729, -9.003], [-21.510, 16.440, -10.679], [-21.192, 11.833, -7.519], [-21.529, 11.981, -9.075], [-21.364, 14.096, -4.255], [-21.983, 12.729, -4.141], [-22.353, 12.370, -2.702], [-21.170, 12.271, -1.836], [-21.539, 12.036, -0.508], [-23.071, 12.681, -5.123], [-21.750, 14.752, -3.475], [-21.508, 14.562, -5.230], [-20.283, 14.104, -4.118], [-21.297, 11.939, -4.449], [-22.990, 11.507, -2.509], [-23.032, 13.159, -2.379], [-22.218, 12.808, -0.147], [-20.605, 12.203, 0.028], [-21.918, 11.066, -0.184], [-23.422, 11.734, -5.140], [-22.816, 12.900, -6.076], [-19.938, 9.420, -3.310], [-20.577, 10.097, -3.086], [-19.484, 9.764, -4.079], [-20.960, 10.131, -6.756], [-20.743, 9.582, -7.510], [-20.242, 9.986, -6.140], [-21.693, 7.113, -4.988], [-20.959, 6.864, -4.427], [-21.541, 8.037, -5.186], [-18.531, 10.192, -5.298], [-18.144, 11.067, -5.265], [-17.882, 9.660, -5.758], [-22.073, 7.197, -8.040], [-22.947, 7.525, -8.252], [-22.127, 6.952, -7.116], [-19.221, 7.883, -8.266], [-18.843, 7.631, -7.424], [-20.009, 7.344, -8.346], [-17.443, 10.028, -9.203], [-17.817, 10.386, -10.008], [-18.130, 9.463, -8.850]], "atomic_forces_ev_per_a": [[-0.1555, 1.4364, -0.0298], [0.0917, 2.1654, -1.0326], [-0.4899, -0.9696, 0.5492], [2.1288, -1.9236, -0.7474], [-2.0524, 0.7677, 0.7511], [1.9662, -0.6492, -1.8104], [-0.2737, -1.5376, 1.1058], [-0.2306, -0.1066, 0.4333], [-0.0900, -0.2348, 0.6221], [-0.7526, 0.3635, 1.5044], [0.0162, -0.1213, -0.5643], [0.0368, 0.0713, -0.1628], [0.0466, 0.3754, 0.0243], [0.0098, 0.0497, -0.3478], [-0.1732, 0.3030, -0.2465], [0.2618, 0.4379, -0.0444], [-0.0691, -0.5925, 0.1025], [-0.9749, 0.0770, 0.6093], [1.9645, -0.9426, -0.9716], [1.0333, 1.9819, 0.6524], [2.5115, -5.5336, -0.1863], [0.3022, 2.0587, -1.0155], [-0.7271, 0.1891, -0.7399], [-0.3487, -0.0666, -0.0970], [-0.0604, 0.2738, 0.8939], [-0.5033, -0.2527, -0.0508], [-0.6824, 0.2593, 0.1945], [-0.4867, 0.1166, 0.2035], [-0.3504, -0.3356, -0.2414], [-0.0761, 0.6534, -0.1811], [-0.8326, 0.2570, -0.2582], [-0.7623, 1.4688, 0.4723], [-0.1430, -0.0611, 0.5833], [0.1106, -0.3253, -0.3103], [-1.6583, 0.2392, 0.5987], [0.7693, 0.5178, -0.6997], [0.2566, -1.4820, -0.8195], [-0.3547, 1.3241, 0.0779], [0.3190, -0.0865, -0.0145], [0.9599, 1.5734, 0.4958], [0.6592, -0.3481, 0.3053], [-0.3844, 0.1246, -0.1265], [-0.2582, -0.1118, -0.0307], [0.3527, 0.1326, 0.6209], [-0.2763, 0.6207, 0.0885], [-0.0260, -0.8519, 0.0786], [-0.5267, 0.3102, -0.0298], [0.2770, 0.1213, 0.4686], [0.2670, 0.1282, -0.4952], [-0.2844, -0.7941, -0.0501], [-0.2791, -0.6669, 0.0291], [1.2111, 0.8002, 0.3552], [-0.6069, 1.3528, -0.1828], [-0.2270, 0.0807, 1.6479], [-1.6899, -0.1082, -2.7207], [0.8094, 0.9666, 1.5390], [2.3509, -2.0977, 1.2748], [-0.1729, 0.0505, -0.1323], [-0.2508, -0.1176, -0.0140], [-0.0118, -0.3010, 0.1802], [0.3022, -0.5036, -0.7599], [0.2614, -0.6813, -0.7909], [0.2778, 0.6028, 0.4013], [-0.2712, 0.0663, -0.0671], [-0.0661, -0.1654, 0.2159], [-0.1206, -0.3420, -0.8258], [-1.9574, -0.9760, 0.2574], [0.0496, 1.1522, -0.9867], [-0.7963, -0.4306, 0.4730], [-0.1650, 0.1119, 0.4609], [0.5388, 0.0033, -0.1145], [-0.6191, 0.0525, 0.7067], [0.1507, -0.3751, -0.5699], [0.5644, 0.0112, 0.1476], [-0.3264, -0.2063, -0.4649], [0.1785, -0.0601, 0.2831], [0.1186, 0.4197, 0.1012], [0.2329, 0.2037, -0.5276], [0.1548, 0.3873, -0.0141], [0.2884, -0.2666, -0.1725], [0.9451, 0.0223, -0.1548], [-1.0329, 0.1998, -0.3690], [0.1073, -0.2789, 0.5517], [0.3617, 0.5452, 0.0987], [0.1717, -0.2653, 0.1587], [-0.7269, -0.2558, -0.1177], [0.3492, 0.3738, 0.2456], [-0.0512, 0.0728, -0.2128], [-0.3894, -0.4481, -0.0617]], "lowdin_spin": [0.000, 0.000, -0.001, 0.005, 0.007, 0.000, 0.000, 0.000, 0.000, 0.000, 0.000, 0.000, 0.000, 0.002, 0.002, 0.000, 0.000, 0.000, 0.000, 0.000, 0.000, 0.000, 0.001, 0.000, 0.000, 0.000, 0.000, 0.000, 0.000, 0.000, 0.000, 0.000, 0.000, 0.000, 0.002, 0.002, 0.000, 0.000, 0.000, 0.033, 0.000, 0.000, 0.000, 0.001, 0.000, 0.000, 0.000, 0.000, 0.000, -0.001, 0.002, 0.008, 0.110, 0.023, -0.001, 0.001, 0.691, 0.002, 0.001, 0.000, 0.062, 0.000, 0.004, 0.000, 0.000, 0.000, 0.021, 0.019, 0.002, 0.001, 0.000, 0.000, 0.000, 0.000, 0.000, 0.000, 0.000, 0.000, 0.000, 0.000, 0.000, 0.000, 0.000, 0.000, 0.000, 0.000, 0.000, 0.000, 0.000]}